[1]
Here is a molecular structure, C13H36N2NbO4 at a distorted geometry from the Open Molecules 2025 dataset. Energies are from wB97M-V/def2-TZVPD.

## Properties
- net charge = -1
- maximum force (eV/A) = 8.048
- DFT total energy (eV) = -26774.7593
- gap between HOMO and LUMO (eV) = 7.00
- 2S+1 = 1

Last column: natural (NBO) charge in e.
Atoms and positions in Å:
C: 4.30 -3.07 2.57  -0.6271
C: 3.51 -1.62 2.70  -0.5236
C: 2.00 -1.99 3.30  0.8050
O: 1.96 -2.89 4.28  -0.6082
O: 0.84 -1.33 2.66  -0.5467
C: -0.23 -1.02 3.63  -0.1117
C: -1.63 -0.94 2.72  -1.0219
Nb: -2.58 -3.04 2.63  1.9780
H: 4.91 -3.26 3.55  0.2131
H: 5.03 -3.05 1.63  0.1952
H: 3.57 -3.98 2.38  0.2368
H: 3.33 -1.26 1.58  0.2625
H: 4.08 -0.83 3.35  0.2328
H: -0.43 -1.84 4.43  0.2287
H: -0.08 0.00 4.21  0.1619
H: -1.29 -0.70 1.63  0.2207
H: -2.37 -0.10 3.09  0.2263
H: -4.18 -2.28 3.03  -0.4674
H: -2.26 -3.27 4.42  -0.4803
H: -0.95 -3.76 2.20  -0.4837
H: -2.89 -2.83 0.83  -0.4694
H: -3.41 -4.67 2.56  -0.4300
C: 3.28 -1.29 -1.75  -0.6149
C: 2.07 -0.53 -1.21  -0.0901
C: 1.36 0.34 -2.27  -0.0770
O: 2.04 1.56 -2.58  -0.5530
C: 3.10 1.41 -3.51  -0.2473
N: 2.49 0.27 -0.04  -0.8250
H: 4.15 -0.65 -1.88  0.1951
H: 3.57 -2.08 -1.05  0.2217
H: 3.05 -1.76 -2.71  0.2014
H: 1.35 -1.28 -0.86  0.2129
H: 0.39 0.64 -1.85  0.1923
H: 1.14 -0.23 -3.18  0.1620
H: 2.89 0.64 -4.26  0.1683
H: 4.03 1.19 -2.98  0.1652
H: 3.23 2.37 -4.02  0.1825
H: 1.66 0.69 0.38  0.3668
H: 3.01 1.07 -0.40  0.3496
C: -1.88 2.22 -0.83  -0.6222
C: -2.96 1.55 -1.67  -0.0834
C: -3.43 2.41 -2.87  -0.0754
O: -4.31 3.49 -2.51  -0.5529
C: -3.65 4.64 -2.02  -0.2483
N: -4.09 1.18 -0.80  -0.8037
H: -2.28 3.00 -0.17  0.2020
H: -1.40 1.48 -0.18  0.2314
H: -1.11 2.66 -1.46  0.1988
H: -2.53 0.63 -2.08  0.1933
H: -4.02 1.77 -3.54  0.1815
H: -2.58 2.78 -3.46  0.1598
H: -2.68 4.81 -2.51  0.1681
H: -3.52 4.57 -0.94  0.1696
H: -4.28 5.51 -2.22  0.1816
H: -4.76 0.64 -1.35  0.3503
H: -4.59 2.04 -0.57  0.3480

=====

[2]
Here is 6 unconnected molecules or ions with the total composition C13H36NO15S4 at a distorted geometry from the Open Molecules 2025 dataset. Energies are from wB97M-V/def2-TZVPD.

## Properties
- net charge = -1
- maximum force (eV/A) = 9.718
- DFT total energy (eV) = -89604.2477
- gap between HOMO and LUMO (eV) = 3.40
- 2S+1 = 1

Last column: natural (NBO) charge in e.
Atoms and positions in Å:
N: -0.45 -0.66 0.33  -0.9471
H: 0.35 -0.95 0.87  0.4283
H: -0.82 -1.40 -0.25  0.4881
H: -0.32 0.10 -0.32  0.4403
H: -1.20 -0.48 0.98  0.4240
C: -1.34 -3.43 -1.06  0.9086
O: -1.92 -4.57 -1.10  -0.9406
O: -2.16 -2.55 -1.04  -0.9324
O: -0.16 -3.25 -0.91  -0.9228
O: -4.60 -0.80 3.40  -0.9128
S: -3.57 -1.29 2.47  2.2763
O: -2.67 -0.34 1.73  -0.9611
O: -2.71 -2.49 3.19  -0.6949
C: -1.38 -2.68 2.74  -0.0986
C: -1.01 -3.89 3.61  -0.6173
C: -4.45 -2.34 1.17  -0.8086
H: -0.72 -1.81 2.82  0.1842
H: -1.48 -2.95 1.69  0.2378
H: -0.06 -4.36 3.34  0.2169
H: -1.83 -4.61 3.61  0.2251
H: -0.87 -3.68 4.68  0.1973
H: -3.71 -3.12 1.00  0.2974
H: -4.42 -1.64 0.34  0.2404
H: -5.50 -2.60 1.35  0.2350
O: -2.51 2.42 -3.14  -0.9254
S: -2.25 1.70 -1.90  2.3046
O: -1.14 0.78 -1.83  -0.8907
O: -2.12 2.81 -0.62  -0.7071
C: -2.84 4.03 -0.72  -0.0755
C: -2.25 5.13 0.18  -0.6253
C: -3.80 0.74 -1.44  -0.8639
H: -3.91 3.80 -0.63  0.1769
H: -2.74 4.45 -1.72  0.1940
H: -1.99 4.80 1.18  0.2180
H: -2.90 6.00 0.27  0.2190
H: -1.31 5.48 -0.24  0.2048
H: -3.59 0.15 -0.55  0.2713
H: -4.05 -0.11 -2.08  0.2886
H: -4.64 1.38 -1.17  0.2223
O: 4.27 -0.96 2.11  -0.9171
S: 3.24 -1.62 1.28  2.3060
O: 1.80 -1.32 1.38  -0.9288
O: 3.76 -1.44 -0.30  -0.7069
C: 2.92 -1.91 -1.32  -0.1182
C: 3.69 -2.05 -2.61  -0.6346
C: 3.52 -3.44 1.49  -0.8482
H: 2.10 -1.20 -1.33  0.2139
H: 2.45 -2.87 -1.12  0.2298
H: 4.53 -2.74 -2.58  0.1959
H: 4.10 -1.13 -3.03  0.2235
H: 3.03 -2.39 -3.42  0.2395
H: 4.47 -3.66 1.00  0.2455
H: 2.66 -4.00 1.11  0.2810
H: 3.75 -3.55 2.55  0.2432
O: 1.69 1.03 -0.65  -0.9383
S: 2.75 1.54 -1.47  2.3393
O: 3.19 0.91 -2.71  -0.9029
O: 2.43 3.10 -1.81  -0.7114
C: 2.04 4.00 -0.82  -0.0784
C: 1.36 5.15 -1.52  -0.6250
C: 4.27 1.69 -0.37  -0.8596
H: 2.90 4.30 -0.23  0.1698
H: 1.29 3.54 -0.17  0.2019
H: 0.57 4.71 -2.12  0.2279
H: 1.97 5.82 -2.12  0.2137
H: 0.80 5.76 -0.81  0.2082
H: 4.67 2.62 -0.76  0.2318
H: 4.94 0.85 -0.52  0.2668
H: 3.90 1.54 0.65  0.2570

=====

[3]
Here is a molecular structure, C13H39AsF6O6 at a distorted geometry from the Open Molecules 2025 dataset. Energies are from wB97M-V/def2-TZVPD.

## Properties
- net charge = 0
- maximum force (eV/A) = 3.887
- DFT total energy (eV) = -103538.7905
- gap between HOMO and LUMO (eV) = 7.23
- 2S+1 = 1
- energy above the lowest of the compared OMol25 structures with the same formula, charge and spin (eV) = 6.2045

Last column: natural (NBO) charge in e.
Atoms and positions in Å:
O: -7.18 8.79 -4.30  -0.7363
H: -7.80 9.50 -4.48  0.5815
H: -7.62 7.94 -4.22  0.5745
H: -6.55 8.75 -5.02  0.5796
As: -8.64 11.80 -10.92  2.7965
F: -8.19 10.54 -9.71  -0.6508
F: -9.69 10.67 -11.75  -0.6181
F: -8.95 13.17 -12.02  -0.6178
F: -7.44 12.81 -10.00  -0.6399
F: -7.27 11.22 -11.89  -0.6325
F: -10.06 12.42 -9.92  -0.6373
C: -11.38 5.53 0.68  -0.6329
C: -11.97 5.49 -0.76  -0.0588
O: -10.87 5.56 -1.64  -0.7326
H: -10.63 4.75 0.61  0.2109
H: -12.16 5.06 1.28  0.2117
H: -11.03 6.50 1.04  0.2160
H: -12.74 6.25 -0.85  0.1607
H: -12.44 4.52 -0.95  0.1566
H: -11.08 4.92 -2.33  0.4686
C: -5.66 4.14 -10.08  -0.6412
C: -5.62 3.84 -8.57  -0.0629
O: -6.49 4.72 -7.92  -0.7325
H: -6.65 4.10 -10.53  0.2092
H: -5.00 3.47 -10.64  0.2114
H: -5.32 5.16 -10.25  0.2225
H: -4.63 4.00 -8.16  0.1726
H: -6.06 2.93 -8.18  0.1618
H: -7.36 4.36 -8.06  0.4592
C: -4.28 2.91 2.55  -0.6392
C: -3.81 3.48 1.18  0.1040
C: -4.66 4.68 0.75  -0.6372
O: -2.45 4.00 1.19  -0.7166
H: -5.36 2.81 2.68  0.2154
H: -3.96 3.60 3.33  0.2026
H: -3.78 1.95 2.71  0.2198
H: -3.86 2.66 0.46  0.1745
H: -4.25 5.23 -0.09  0.2144
H: -4.77 5.32 1.63  0.1994
H: -5.59 4.23 0.40  0.2085
H: -2.49 4.79 1.72  0.4543
C: 0.18 7.89 -5.71  -0.6402
C: -0.56 9.14 -5.27  0.0993
C: 0.28 10.44 -5.50  -0.6404
O: -1.84 9.41 -5.93  -0.7380
H: 1.22 7.93 -5.38  0.2200
H: 0.27 7.80 -6.79  0.2103
H: -0.29 6.98 -5.36  0.2153
H: -0.81 9.06 -4.22  0.1719
H: -0.31 11.34 -5.30  0.2235
H: 0.73 10.51 -6.49  0.2056
H: 1.20 10.42 -4.91  0.2083
H: -1.65 9.55 -6.86  0.4646
C: -12.17 14.43 -3.83  -0.6211
C: -12.06 12.92 -3.40  0.0964
C: -13.52 12.42 -3.52  -0.6346
O: -11.26 12.43 -4.47  -0.7429
H: -12.88 14.94 -3.18  0.1983
H: -12.51 14.51 -4.86  0.2044
H: -11.18 14.89 -3.82  0.2178
H: -11.65 12.68 -2.42  0.1819
H: -14.16 13.00 -2.85  0.2103
H: -13.69 11.39 -3.22  0.2084
H: -13.88 12.65 -4.52  0.2067
H: -11.73 12.52 -5.30  0.4746

=====

[4]
Here is 4 unconnected molecules or ions with the total composition C13H39B3N2O10P2 at a distorted geometry from the Open Molecules 2025 dataset. Energies are from wB97M-V/def2-TZVPD.

## Properties
- net charge = 0
- maximum force (eV/A) = 1.232
- DFT total energy (eV) = -58177.6849
- gap between HOMO and LUMO (eV) = 8.47
- structure (SMILES) = N=[PH2]B1OB(COO)OB(P(=N)(O)O)O1.CCOCC.CCOCC.CCOCC
- 2S+1 = 1
- energy above the lowest of the compared OMol25 structures with the same formula, charge and spin (eV) = 0.0000

Last column: natural (NBO) charge in e.
Atoms and positions in Å:
N: -0.74 -2.49 2.84  -1.2876
P: 0.32 -1.40 2.46  1.0421
B: -0.04 -0.31 0.87  0.8486
O: -1.29 -0.22 0.34  -0.8669
B: -1.65 1.07 -0.06  1.1628
C: -2.96 1.80 0.35  -0.4743
O: -3.88 1.03 1.11  -0.2700
O: -3.42 1.08 2.48  -0.4503
O: -0.65 1.80 -0.73  -0.8817
B: 0.53 1.72 -0.04  0.7963
P: 1.35 3.39 0.50  1.9638
N: 1.81 4.22 -0.71  -1.3143
O: 2.54 3.06 1.53  -0.9786
O: 0.16 3.94 1.47  -0.9932
O: 0.99 0.46 0.34  -0.8998
H: -1.13 -2.36 3.76  0.3803
H: 0.61 -0.38 3.39  -0.0612
H: 1.63 -1.86 2.18  -0.0606
H: -3.50 2.22 -0.50  0.2351
H: -2.65 2.68 0.94  0.2520
H: -3.94 1.83 2.81  0.4575
H: 1.41 5.14 -0.83  0.3970
H: 2.24 2.71 2.38  0.4986
H: 0.53 4.45 2.20  0.5023
C: 6.01 -1.35 -2.39  -0.6452
C: 5.09 -2.55 -2.40  -0.0640
O: 4.25 -2.65 -1.26  -0.5358
C: 3.36 -1.57 -1.06  -0.0616
C: 2.38 -1.36 -2.19  -0.6465
H: 6.60 -1.32 -1.47  0.2126
H: 6.69 -1.40 -3.24  0.2159
H: 5.46 -0.41 -2.46  0.2047
H: 5.68 -3.47 -2.38  0.1886
H: 4.50 -2.57 -3.32  0.1583
H: 3.91 -0.64 -0.85  0.1644
H: 2.82 -1.82 -0.14  0.1793
H: 2.87 -1.05 -3.11  0.2069
H: 1.66 -0.59 -1.93  0.2134
H: 1.84 -2.29 -2.40  0.2098
C: 0.20 -4.86 -1.49  -0.6439
C: 1.27 -5.69 -2.18  -0.0664
O: 0.87 -7.01 -2.48  -0.5338
C: -0.24 -7.15 -3.34  -0.0640
C: -0.05 -6.53 -4.71  -0.6444
H: -0.15 -5.36 -0.58  0.2204
H: 0.61 -3.89 -1.21  0.2089
H: -0.66 -4.68 -2.13  0.2012
H: 2.14 -5.79 -1.53  0.1926
H: 1.61 -5.17 -3.09  0.1549
H: -1.15 -6.74 -2.87  0.1590
H: -0.39 -8.22 -3.44  0.1862
H: 0.04 -5.44 -4.67  0.2022
H: -0.91 -6.76 -5.35  0.2142
H: 0.85 -6.92 -5.19  0.2117
C: -2.06 5.59 3.95  -0.6497
C: -2.53 5.67 2.51  -0.0691
O: -3.43 4.63 2.15  -0.5473
C: -4.65 4.57 2.86  -0.0700
C: -5.50 5.82 2.73  -0.6440
H: -1.62 4.61 4.16  0.2072
H: -1.30 6.36 4.13  0.2165
H: -2.86 5.76 4.67  0.2096
H: -1.69 5.55 1.84  0.1971
H: -2.97 6.65 2.31  0.1650
H: -4.47 4.35 3.92  0.1609
H: -5.18 3.72 2.44  0.1826
H: -5.03 6.69 3.19  0.2055
H: -6.46 5.66 3.22  0.2208
H: -5.68 6.05 1.68  0.2169

=====

> Number 2 is which compound?

C13H36NO15S4

=====

> gap between HOMO and LUMO of number 4 (C13H39B3N2O10P2)?

8.47 eV